{
  "formula": "C7H13NO",
  "method": "ωB97M-V with the def2-TZVPD basis set",
  "symbols": ["H", "H", "C", "H", "H", "H", "O", "H", "C", "H", "H", "H", "N", "C", "H", "H", "H", "H", "C", "C", "C", "C"],
  "coordinates": [[1.7992, -0.9733, 2.2903], [-2.3680, 0.2802, 0.8730], [0.2278, -0.4203, -1.9995], [-2.1639, -1.6256, -0.6235], [0.0753, 1.2154, 0.9026], [0.6617, 0.4802, -2.4194], [-0.6128, 2.1205, -1.0370], [-0.0168, -0.7181, 2.5398], [-0.3890, -0.4222, -0.8097], [-0.6536, -2.5536, -0.7326], [-2.9237, 1.4769, -0.2176], [0.3730, -1.3341, -2.5679], [-2.1591, 1.1073, 0.3344], [0.8806, -0.4889, 1.9823], [2.6177, 0.0287, -0.3284], [1.9009, 1.6434, -0.4503], [2.8419, 1.2130, 0.9848], [-1.0972, -1.7416, 0.7615], [0.8998, 0.3169, 0.8975], [-0.9259, 1.2107, -0.2921], [2.1427, 0.8316, 0.2384], [-1.1107, -1.6472, -0.3264]],
  "molar_mass_g_mol": 127.19,
  "relative_energy_kcal_mol": 105.6,
  "fmax_ha_per_bohr": 0.12222,
  "gap_ev": 9.0,
  "homo_energy_ha": -0.308,
  "smiles": "C=C(C)C(N)=O.C=CC",
  "e_tot_ha": -404.35917
}


{
  "formula": "C7H13NO",
  "method": "ωB97M-V with the def2-TZVPD basis set",
  "symbols": ["H", "H", "H", "H", "H", "C", "C", "H", "H", "C", "C", "H", "N", "H", "H", "C", "O", "H", "H", "H", "C", "C"],
  "coordinates": [[-1.4734, -1.0329, -1.7047], [-2.1407, 1.1627, 0.9515], [2.4442, 0.8268, 0.4655], [-1.8884, 1.9998, -0.6652], [-1.4646, -2.4001, 0.3532], [-0.7066, -1.7792, -1.4920], [-1.4881, 1.4238, 0.1415], [0.6764, 2.8667, -2.1708], [0.1186, 1.4353, -2.7371], [-0.1948, 1.0782, 0.1575], [-0.1320, -0.0850, 2.3240], [0.0611, -3.2462, -0.2010], [0.0673, 2.0780, -1.9639], [0.0662, -1.9063, -2.2470], [2.4284, -0.2471, 1.9237], [1.9245, -0.0220, 0.9755], [0.6740, 1.4045, -0.8603], [-1.1638, 0.1247, 2.5306], [0.4014, -0.6305, 3.0832], [2.0046, -0.8643, 0.3185], [0.4838, 0.3134, 1.2137], [-0.6981, -2.5005, -0.3963]],
  "molar_mass_g_mol": 127.19,
  "relative_energy_kcal_mol": 95.7,
  "fmax_ha_per_bohr": 0.02881,
  "gap_ev": 9.2,
  "homo_energy_ha": -0.302,
  "smiles": "C=C(C)C(=C)ON.C=C",
  "e_tot_ha": -404.37501
}


{
  "formula": "C7H13NO",
  "method": "ωB97M-V with the def2-TZVPD basis set",
  "symbols": ["H", "H", "H", "C", "C", "H", "H", "C", "H", "C", "H", "H", "H", "C", "C", "N", "H", "H", "H", "C", "H", "O"],
  "coordinates": [[-2.2081, -0.8446, -1.3252], [2.6656, -0.1814, -1.3510], [-0.6503, 2.6221, 0.5863], [2.8004, 0.4190, -0.4765], [-1.2695, -0.7945, 1.5074], [0.1275, -2.6767, -0.4698], [-1.1401, 0.4997, -1.6540], [-1.6236, -0.0690, -0.8602], [2.8216, 1.5824, -0.6998], [0.2828, 0.7180, 0.5043], [-0.4283, -0.8081, 2.1545], [-1.9997, -0.0907, 1.8671], [3.7484, 0.2515, 0.0030], [0.2652, 2.0176, 0.7276], [0.3890, -1.6284, -0.3744], [1.8029, -0.0244, 0.5576], [0.6817, -1.2937, -1.3954], [-2.5046, 0.6995, -0.4061], [-1.8146, -1.7799, 1.3129], [-0.6435, -0.5021, 0.1543], [1.0818, 2.6584, 1.1264], [1.5338, -1.3918, 0.4973]],
  "molar_mass_g_mol": 127.19,
  "relative_energy_kcal_mol": 111.9,
  "fmax_ha_per_bohr": 0.10824,
  "gap_ev": 9.1,
  "homo_energy_ha": -0.304,
  "smiles": "C=C1N(C)OCC1(C)C",
  "e_tot_ha": -404.34906
}


Please write out number 3 again, unchanged.
{
  "formula": "C7H13NO",
  "method": "ωB97M-V with the def2-TZVPD basis set",
  "symbols": ["H", "H", "H", "C", "C", "H", "H", "C", "H", "C", "H", "H", "H", "C", "C", "N", "H", "H", "H", "C", "H", "O"],
  "coordinates": [[-2.2081, -0.8446, -1.3252], [2.6656, -0.1814, -1.3510], [-0.6503, 2.6221, 0.5863], [2.8004, 0.4190, -0.4765], [-1.2695, -0.7945, 1.5074], [0.1275, -2.6767, -0.4698], [-1.1401, 0.4997, -1.6540], [-1.6236, -0.0690, -0.8602], [2.8216, 1.5824, -0.6998], [0.2828, 0.7180, 0.5043], [-0.4283, -0.8081, 2.1545], [-1.9997, -0.0907, 1.8671], [3.7484, 0.2515, 0.0030], [0.2652, 2.0176, 0.7276], [0.3890, -1.6284, -0.3744], [1.8029, -0.0244, 0.5576], [0.6817, -1.2937, -1.3954], [-2.5046, 0.6995, -0.4061], [-1.8146, -1.7799, 1.3129], [-0.6435, -0.5021, 0.1543], [1.0818, 2.6584, 1.1264], [1.5338, -1.3918, 0.4973]],
  "molar_mass_g_mol": 127.19,
  "relative_energy_kcal_mol": 111.9,
  "fmax_ha_per_bohr": 0.10824,
  "gap_ev": 9.1,
  "homo_energy_ha": -0.304,
  "smiles": "C=C1N(C)OCC1(C)C",
  "e_tot_ha": -404.34906
}